(w)
Below is C12H22Cl8MgO4 as an isolated structure, with properties calculated with ωB97M-V/def2-TZVPD.

Each line ends with the Löwdin charge.
CARTESIAN COORDINATES (ANGSTROEM)
Mg (-3.694, -26.322, 8.654)  1.06
C (-7.035, -27.702, 10.838)  -0.02
C (-5.801, -27.950, 10.021)  -0.75
O (-5.058, -26.948, 9.864)  -0.13
O (-5.536, -29.043, 9.550)  0.03
H (-7.552, -28.642, 11.032)  0.08
H (-7.678, -27.080, 10.215)  0.07
H (-6.763, -27.092, 11.700)  0.07
C (-2.554, -23.273, 10.631)  0.05
C (-2.894, -24.333, 9.576)  -0.69
O (-2.200, -25.370, 9.518)  -0.05
O (-3.963, -24.351, 8.932)  -0.07
H (-1.661, -22.819, 10.204)  0.07
H (-2.460, -23.777, 11.593)  0.10
H (-3.338, -22.515, 10.626)  0.08
Cl (-7.082, -24.215, 10.960)  0.65
C (-6.641, -22.761, 10.099)  -0.73
C (-7.683, -21.753, 9.872)  -0.66
Cl (-8.061, -20.782, 11.322)  0.55
H (-6.252, -23.197, 9.179)  0.05
H (-5.834, -22.185, 10.552)  0.06
H (-8.598, -22.331, 9.741)  0.06
H (-7.426, -21.105, 9.034)  0.08
Cl (-2.929, -19.858, 6.715)  0.59
C (-1.503, -20.686, 7.260)  -0.70
C (-1.447, -22.095, 6.616)  -0.65
Cl (-1.077, -21.750, 4.900)  0.56
H (-1.440, -20.806, 8.341)  0.07
H (-0.676, -20.069, 6.906)  0.06
H (-2.272, -22.784, 6.801)  0.00
H (-0.558, -22.649, 6.917)  0.06
Cl (3.083, -23.912, 9.838)  0.57
C (1.482, -23.699, 10.526)  -0.70
C (1.536, -22.660, 11.661)  -0.69
Cl (1.790, -21.099, 10.940)  0.57
H (1.132, -24.680, 10.849)  0.07
H (0.794, -23.555, 9.693)  0.05
H (2.338, -22.822, 12.380)  0.07
H (0.727, -22.612, 12.389)  0.07
Cl (-3.019, -24.467, 5.074)  0.56
C (-4.339, -23.295, 4.732)  -0.65
C (-5.158, -22.905, 5.948)  -0.74
Cl (-6.207, -21.654, 5.442)  0.65
H (-4.985, -23.777, 3.999)  0.07
H (-3.865, -22.441, 4.250)  0.04
H (-4.577, -22.598, 6.818)  0.04
H (-5.654, -23.848, 6.181)  0.08

Results
Spin multiplicity: 1
Frontier orbital gap in eV: 7.942
Lowest unoccupied orbital energy in eV: -1.34
Highest occupied orbital energy in eV: -9.28



(x)
Below is C12H22Cl8MgO4 as an isolated structure, with properties calculated with ωB97M-V/def2-TZVPD.

Each line ends with the Löwdin charge.
CARTESIAN COORDINATES (ANGSTROEM)
Mg (-1.262, 1.192, 2.292)  1.01
C (0.023, -1.546, -0.137)  0.01
C (-0.531, -0.528, 0.806)  -0.64
O (-1.700, -0.587, 1.304)  -0.08
O (0.122, 0.525, 1.081)  -0.12
H (-0.170, -1.242, -1.165)  0.06
H (-0.504, -2.496, -0.057)  0.08
H (1.087, -1.680, 0.035)  0.05
C (-0.311, 5.293, 2.064)  0.00
C (-1.188, 4.198, 2.640)  -0.69
O (-0.727, 3.003, 2.502)  -0.16
O (-2.233, 4.459, 3.235)  0.02
H (0.689, 5.186, 2.480)  0.07
H (-0.665, 6.293, 2.320)  0.08
H (-0.340, 5.313, 0.973)  0.08
Cl (3.253, 3.025, 2.250)  0.53
C (2.268, 2.132, 1.024)  -0.64
C (3.002, 0.859, 0.633)  -0.73
Cl (4.488, 1.175, -0.255)  0.56
H (2.061, 2.827, 0.219)  0.04
H (1.343, 1.852, 1.525)  0.02
H (2.314, 0.319, -0.019)  0.05
H (3.315, 0.291, 1.502)  0.01
Cl (0.319, 2.654, -2.096)  0.64
C (-1.176, 2.444, -2.919)  -0.72
C (-2.024, 1.340, -2.296)  -0.62
Cl (-2.653, 1.889, -0.710)  0.62
H (-1.073, 2.244, -3.987)  0.08
H (-1.733, 3.383, -2.874)  0.07
H (-1.410, 0.450, -2.199)  0.03
H (-2.886, 1.133, -2.923)  0.07
Cl (-2.747, -2.262, -2.074)  0.58
C (-3.732, -2.519, -0.589)  -0.65
C (-4.891, -3.442, -0.918)  -0.65
Cl (-5.918, -3.501, 0.553)  0.55
H (-4.060, -1.545, -0.247)  0.06
H (-3.071, -3.003, 0.121)  0.06
H (-4.552, -4.441, -1.175)  0.07
H (-5.520, -3.059, -1.716)  0.07
Cl (3.715, -2.306, 1.252)  0.63
C (4.250, -3.210, -0.166)  -0.68
C (3.953, -4.692, -0.063)  -0.65
Cl (4.491, -5.466, -1.589)  0.55
H (5.315, -3.064, -0.336)  0.07
H (3.739, -2.864, -1.065)  0.07
H (2.881, -4.866, -0.015)  0.06
H (4.450, -5.159, 0.783)  0.07

Results
Spin multiplicity: 1
Frontier orbital gap in eV: 8.346
Lowest unoccupied orbital energy in eV: -0.87
Highest occupied orbital energy in eV: -9.21



Most stable = (x)



(w)
Below is C18H19AsAuF5N4S2 as an isolated structure, with properties calculated with ωB97M-V/def2-TZVPD.

Each line ends with the Löwdin charge.
CARTESIAN COORDINATES (ANGSTROEM)
Au (0.762, 0.787, -0.061)  0.33
C (6.593, 1.157, -0.322)  0.02
C (5.599, 0.800, 0.716)  -0.28
N (5.738, 0.868, 2.006)  0.17
N (4.473, 0.623, 2.503)  0.06
C (3.582, 0.361, 1.596)  -0.66
S (1.899, -0.138, 1.815)  0.57
N (4.269, 0.503, 0.425)  -0.10
N (3.729, 0.326, -0.825)  0.10
H (7.516, 1.438, 0.132)  0.09
H (6.244, 2.014, -0.938)  0.11
H (6.838, 0.395, -1.023)  0.08
H (4.341, 0.655, 3.522)  0.19
H (3.945, -0.620, -1.147)  0.13
H (4.086, 1.010, -1.483)  0.11
C (-0.350, -1.762, -2.172)  -0.26
As (-0.757, -1.309, -0.314)  1.13
C (-0.233, -2.803, 0.810)  -0.26
C (-2.715, -1.101, -0.101)  -0.27
C (-3.347, -2.448, 0.185)  -0.33
C (-3.738, -3.282, -0.877)  -0.05
C (-4.389, -4.463, -0.595)  -0.06
C (-4.563, -4.867, 0.714)  -0.04
C (-4.118, -4.060, 1.764)  -0.05
C (-3.562, -2.848, 1.479)  -0.08
H (-0.481, -2.819, -2.323)  0.04
H (0.715, -1.497, -2.364)  0.03
H (-0.959, -1.137, -2.815)  0.03
H (-1.088, -3.502, 0.718)  0.04
H (-0.164, -2.436, 1.829)  0.02
H (0.703, -3.277, 0.479)  0.06
H (-3.043, -0.590, -1.018)  0.09
H (-2.758, -0.384, 0.721)  0.07
H (-3.679, -3.022, -1.937)  0.12
H (-4.842, -5.017, -1.441)  0.13
H (-5.126, -5.706, 1.018)  0.10
H (-4.296, -4.370, 2.763)  0.11
H (-3.240, -2.227, 2.281)  0.12
F (-2.376, 6.631, 0.815)  0.21
C (-1.751, 5.655, 0.189)  -0.06
C (-0.459, 5.818, -0.363)  -0.12
F (0.244, 6.912, -0.175)  0.18
C (0.142, 4.741, -0.977)  -0.20
F (1.413, 4.760, -1.395)  0.10
C (-0.549, 3.492, -1.106)  -0.48
S (0.337, 2.222, -1.885)  0.77
C (-1.874, 3.387, -0.595)  -0.20
F (-2.555, 2.245, -0.756)  0.10
C (-2.461, 4.451, 0.056)  -0.14
F (-3.698, 4.437, 0.474)  0.19

Results
Net charge: +2
Spin multiplicity: 3
Frontier orbital gap (spin up / spin down) in eV: 8.053 / 4.438
Lowest unoccupied orbital energy (spin up / spin down) in eV: -5.67 / -9.54
Highest occupied orbital energy (spin up / spin down) in eV: -13.72 / -13.97



(x)
Below is C18H19AsAuF5N4S2 as an isolated structure, with properties calculated with ωB97M-V/def2-TZVPD.

Each line ends with the Löwdin charge.
CARTESIAN COORDINATES (ANGSTROEM)
Au (-13.412, -14.635, 1.275)  0.37
C (-14.948, -20.190, 1.457)  0.01
C (-15.204, -18.980, 0.678)  -0.26
N (-16.052, -18.954, -0.329)  0.15
N (-16.021, -17.693, -0.822)  0.05
C (-15.276, -16.820, -0.148)  -0.72
S (-15.094, -15.172, -0.429)  0.64
N (-14.745, -17.619, 0.842)  -0.07
N (-13.623, -17.237, 1.595)  0.09
H (-15.403, -21.054, 1.006)  0.10
H (-15.177, -19.875, 2.493)  0.11
H (-13.888, -20.439, 1.460)  0.09
H (-16.643, -17.541, -1.562)  0.15
H (-12.844, -17.676, 1.192)  0.11
H (-13.796, -17.345, 2.557)  0.09
C (-11.227, -12.469, -0.529)  -0.31
As (-12.814, -12.107, 0.433)  1.10
C (-13.852, -11.599, -1.100)  -0.27
C (-12.568, -10.590, 1.655)  -0.28
C (-11.721, -9.650, 0.944)  -0.37
C (-10.351, -9.749, 1.291)  -0.03
C (-9.569, -8.737, 0.798)  -0.06
C (-10.115, -7.698, 0.067)  -0.06
C (-11.427, -7.642, -0.344)  -0.03
C (-12.289, -8.667, 0.151)  -0.03
H (-10.895, -11.654, -1.200)  0.07
H (-11.357, -13.320, -1.227)  0.05
H (-10.331, -12.763, 0.058)  0.04
H (-13.332, -10.693, -1.410)  0.03
H (-14.957, -11.482, -0.931)  0.07
H (-13.801, -12.391, -1.876)  0.05
H (-11.963, -10.993, 2.486)  0.07
H (-13.542, -10.423, 2.041)  0.08
H (-9.858, -10.513, 1.857)  0.11
H (-8.561, -8.707, 1.055)  0.10
H (-9.409, -6.911, -0.121)  0.12
H (-11.766, -6.821, -0.981)  0.12
H (-13.404, -8.641, 0.019)  0.14
F (-12.568, -13.237, 8.329)  0.23
C (-12.320, -13.486, 7.084)  -0.06
C (-11.115, -13.078, 6.448)  -0.07
F (-10.053, -12.672, 7.229)  0.13
C (-11.043, -13.267, 5.095)  -0.23
F (-10.005, -12.651, 4.579)  0.13
C (-12.001, -13.909, 4.238)  -0.49
S (-11.494, -14.217, 2.642)  0.79
C (-13.165, -14.299, 4.897)  -0.24
F (-14.081, -15.030, 4.272)  0.09
C (-13.358, -14.077, 6.233)  -0.08
F (-14.504, -14.426, 6.837)  0.15

Results
Net charge: +2
Spin multiplicity: 3
Frontier orbital gap (spin up / spin down) in eV: 7.715 / 4.611
Lowest unoccupied orbital energy (spin up / spin down) in eV: -5.71 / -9.44
Highest occupied orbital energy (spin up / spin down) in eV: -13.43 / -14.05



Most stable = (w)



(w)
Below is one molecule with the formula H2N2O4S, with properties calculated with ωB97M-V/def2-TZVPD.

Each line ends with the Löwdin charge.
CARTESIAN COORDINATES (ANGSTROEM)
N (-0.254, -0.144, 0.413)  -0.05
S (-0.966, 1.422, 0.437)  0.68
O (-2.056, 1.494, -0.494)  -0.25
O (-1.348, 1.838, 1.749)  -0.24
N (0.299, 2.405, -0.295)  -0.50
O (0.179, 3.583, -0.252)  0.12
O (1.163, 1.771, -0.805)  0.08
H (0.193, -0.452, 1.243)  0.06
H (0.174, -0.611, -0.419)  0.11

Results
Spin multiplicity: 1
Frontier orbital gap in eV: 10.876
Lowest unoccupied orbital energy in eV: -0.77
Highest occupied orbital energy in eV: -11.65
SMILES string: NS(=O)(=O)[N+](=O)[O-]



(x)
Below is one molecule with the formula H2N2O4S, with properties calculated with ωB97M-V/def2-TZVPD.

Each line ends with the Löwdin charge.
CARTESIAN COORDINATES (ANGSTROEM)
N (-1.565, 0.410, -0.082)  -0.40
N (-0.499, 0.973, -0.174)  0.01
O (-2.674, 0.642, -0.349)  0.11
O (-1.329, -1.054, 0.643)  -0.11
O (2.147, 1.029, 0.273)  -0.26
O (1.145, -0.860, -0.899)  -0.40
S (1.014, -0.138, 0.311)  0.97
H (-2.209, -1.388, 0.665)  0.05
H (2.367, 1.386, -0.548)  0.03

Results
Spin multiplicity: 1
Frontier orbital gap in eV: 10.401
Lowest unoccupied orbital energy in eV: -0.20
Highest occupied orbital energy in eV: -10.60



Most stable = (w)



(w)
Below is a 7-piece molecular cluster, C8H30O7 overall, with properties calculated with ωB97M-V/def2-TZVPD.

Each line ends with the Löwdin charge.
CARTESIAN COORDINATES (ANGSTROEM)
C (13.094, 8.458, -2.335)  -0.12
C (13.319, 9.932, -2.304)  -0.31
O (12.224, 10.461, -1.543)  -0.10
H (12.836, 8.053, -1.357)  0.07
H (13.965, 7.955, -2.754)  0.07
H (12.268, 8.189, -2.993)  0.07
H (13.190, 10.191, -3.355)  0.11
H (14.182, 10.228, -1.709)  0.12
H (11.491, 10.596, -2.149)  0.08
C (9.084, 8.053, 8.519)  -0.09
C (8.066, 8.512, 9.595)  -0.29
O (6.813, 8.206, 8.973)  -0.11
H (9.340, 6.994, 8.483)  0.07
H (9.999, 8.597, 8.752)  0.06
H (8.955, 8.396, 7.492)  0.07
H (8.095, 9.601, 9.640)  0.11
H (8.167, 7.952, 10.524)  0.11
H (6.162, 8.603, 9.555)  0.07
C (6.161, 11.226, 1.774)  -0.08
C (4.659, 11.024, 1.378)  -0.28
O (4.625, 10.999, -0.067)  -0.11
H (6.657, 11.805, 0.995)  0.07
H (6.733, 10.300, 1.829)  0.07
H (6.190, 11.799, 2.701)  0.06
H (4.037, 11.838, 1.749)  0.10
H (4.222, 10.091, 1.735)  0.10
H (3.891, 10.481, -0.405)  0.07
C (18.551, 7.832, 3.927)  -0.10
C (19.752, 8.711, 4.294)  -0.31
O (19.166, 9.895, 4.780)  -0.09
H (17.954, 7.427, 4.744)  0.07
H (19.054, 7.021, 3.400)  0.06
H (17.816, 8.203, 3.213)  0.08
H (20.365, 8.989, 3.437)  0.11
H (20.419, 8.231, 5.010)  0.10
H (18.334, 9.718, 5.224)  0.07
O (12.554, 3.318, 2.244)  -0.05
H (12.762, 3.000, 1.366)  0.03
H (12.335, 2.529, 2.739)  0.03
O (12.627, 8.085, 3.562)  -0.05
H (12.605, 7.161, 3.311)  0.03
H (12.285, 8.549, 2.798)  0.03
O (14.718, 10.153, 7.010)  -0.05
H (14.136, 9.825, 6.325)  0.02
H (14.252, 10.901, 7.383)  0.03

Results
Spin multiplicity: 1
Frontier orbital gap in eV: 10.371
Lowest unoccupied orbital energy in eV: 0.50
Highest occupied orbital energy in eV: -9.87
SMILES string: CCO.CCO.CCO.CCO.O.O.O



(x)
Below is a 8-piece molecular cluster, C8H30O7 overall, with properties calculated with ωB97M-V/def2-TZVPD.

Each line ends with the Löwdin charge.
CARTESIAN COORDINATES (ANGSTROEM)
C (0.911, -2.052, -2.472)  -0.11
C (1.261, -0.995, -1.482)  -0.20
C (1.543, 0.259, -1.800)  -0.11
C (1.453, 1.402, -0.801)  -0.19
C (-0.013, 1.671, -0.460)  -0.21
C (-0.297, 2.697, 0.644)  -0.20
C (-1.718, 2.445, 1.170)  -0.24
C (-1.684, 1.781, 2.566)  -0.11
H (0.930, -1.698, -3.511)  0.08
H (-0.060, -2.517, -2.422)  0.04
H (1.663, -2.850, -2.558)  0.07
H (1.106, -1.389, -0.476)  0.11
H (1.858, 0.573, -2.786)  0.11
H (2.027, 2.268, -1.131)  0.11
H (1.971, 1.107, 0.122)  0.09
H (-0.474, 0.711, -0.212)  0.10
H (-0.479, 1.993, -1.394)  0.11
H (-0.280, 3.697, 0.210)  0.11
H (0.472, 2.604, 1.408)  0.10
H (-2.252, 1.739, 0.536)  0.10
H (-2.268, 3.376, 1.281)  0.10
H (-0.813, 1.121, 2.538)  0.05
H (-2.557, 1.172, 2.769)  0.06
H (-1.504, 2.456, 3.395)  0.07
O (-1.028, 0.819, -3.532)  -0.06
H (-1.533, 0.445, -2.804)  0.02
H (-1.107, 0.133, -4.208)  0.03
O (3.932, -1.754, 0.517)  -0.04
H (3.402, -1.670, -0.284)  0.02
H (3.942, -2.669, 0.807)  0.05
O (-1.918, -1.216, 2.145)  -0.06
H (-1.396, -0.667, 1.551)  0.01
H (-1.324, -1.340, 2.900)  0.03
O (-2.152, -2.017, -3.450)  -0.06
H (-1.811, -2.883, -3.210)  0.03
H (-2.961, -1.870, -2.954)  0.02
O (-3.096, -1.639, -0.651)  -0.05
H (-2.578, -1.852, 0.131)  0.01
H (-3.939, -2.089, -0.671)  0.04
O (0.757, -1.048, 3.708)  -0.06
H (1.473, -0.827, 3.094)  0.00
H (1.014, -0.770, 4.589)  0.04
O (2.883, 0.371, 2.397)  -0.05
H (3.499, -0.165, 1.887)  0.02
H (3.144, 1.137, 2.904)  0.05

Results
Spin multiplicity: 1
Frontier orbital gap in eV: 9.354
Lowest unoccupied orbital energy in eV: 0.39
Highest occupied orbital energy in eV: -8.97
SMILES string: C/C=C/CCCCC.O.O.O.O.O.O.O



Most stable = (x)